DFT (ωB97M-V/def2-TZVPD) results for C31H34MoN7O4 as an isolated structure.

The lowest unoccupied orbital energy (alpha / beta) comes out at -4.1 / -4.1 eV. Its net charge is +1. As for the total energy: -1953.98454 Ha. For the energy above the lowest of the compared OMol25 structures with the same formula, charge and spin, the calculation gives 0.0 kJ/mol. For the frontier orbital gap (alpha / beta), the calculation gives 5.9 / 5.9 eV.

```
77
Properties=species:S:1:pos:R:3:forces:R:3:mulliken_charge:R:1
N -0.001833 -0.342951 2.890232 0.045 -0.047 -0.052 -1.012
C 0.030618 0.849356 -3.186158 0.000 -0.038 -0.032 0.243
H -1.342459 -6.354907 0.191323 0.086 -0.015 -0.003 0.451
H -3.451395 0.573302 3.885557 -0.013 0.009 0.009 0.478
H -0.791853 -5.502695 2.329335 -0.026 0.023 -0.020 0.373
H 2.476853 3.993392 -0.850355 -0.002 0.002 0.015 0.479
H -1.597248 -3.252040 -1.757965 -0.034 -0.049 0.043 0.264
C 1.095404 0.888069 -4.126664 0.020 0.108 -0.053 -0.122
C -2.212041 -0.358354 2.418222 -0.024 0.004 -0.116 1.101
H 0.354548 7.862120 -1.013784 -0.011 -0.011 -0.003 0.361
C 1.852419 3.406575 -2.815603 -0.020 -0.001 0.016 -0.029
H -1.858294 1.337131 3.665348 0.008 -0.003 0.004 0.313
N -1.026069 -0.671431 1.987135 -0.129 0.115 0.128 1.038
C 3.538590 0.410211 5.085116 -0.016 0.008 -0.004 -0.695
H 0.257997 7.448498 0.711384 -0.006 0.001 -0.011 0.236
H 0.051797 -3.206552 2.535274 -0.006 -0.004 0.018 0.260
H -2.567164 0.511588 -0.373887 -0.008 -0.028 -0.014 0.499
H -2.969987 2.112748 -2.222580 0.003 0.016 -0.003 0.473
C 0.937346 5.273758 -1.597364 0.063 0.013 0.007 0.867
H -0.530920 6.454060 -2.655304 0.001 -0.010 0.007 0.439
H -1.531520 -3.305443 2.196110 -0.015 -0.010 0.012 0.263
H -5.533159 -1.491712 0.285935 -0.004 -0.026 0.018 0.432
H 1.546931 0.936988 4.475986 -0.015 0.004 -0.002 0.465
H 2.555991 2.588708 -2.871928 0.002 -0.036 -0.012 0.495
N 0.995927 3.005397 -5.144300 -0.058 -0.093 -0.058 -0.295
H -1.971094 -0.168520 4.535847 -0.009 -0.006 -0.005 0.312
H -0.406111 5.073910 -4.694104 -0.001 -0.006 -0.016 0.492
C 2.118781 -0.022035 -4.036393 -0.040 0.100 0.034 -0.575
C -2.396593 0.390130 3.702598 0.077 0.013 0.002 -1.475
C 0.108130 7.075115 -0.297197 -0.009 0.056 -0.004 -0.880
O -2.323779 -2.148200 0.137879 -0.200 0.141 -0.034 0.044
C 1.123175 -0.826130 2.485567 0.021 0.032 0.280 0.638
O 1.246226 -1.735436 -0.929285 -0.020 0.067 0.241 -0.705
C 1.007669 3.699540 -3.888444 0.045 -0.049 -0.081 -0.228
C 2.343082 -0.669788 3.303496 -0.052 0.080 -0.031 0.418
C 2.398104 0.291649 4.310674 0.004 -0.055 0.044 -0.393
C 1.816495 4.189483 -1.684156 -0.003 0.027 0.007 -0.794
C -3.424952 -1.623497 0.668475 -0.013 -0.013 0.046 0.582
H 2.887329 -0.005681 -4.798408 0.001 0.004 -0.010 0.441
O 0.978601 5.965134 -0.437119 -0.024 -0.051 0.017 -0.425
H 3.060849 -1.607914 -2.896059 0.013 -0.007 0.016 0.516
C 1.240836 -0.949068 -1.997374 0.024 0.020 -0.223 1.069
H 3.392995 -2.221669 2.265264 -0.004 -0.007 0.003 0.450
C -0.484299 -4.837089 -1.053074 0.110 0.008 0.012 -0.842
C 0.140141 -0.068528 -2.131515 0.032 -0.119 -0.035 0.763
H 5.418141 -2.032585 3.679953 0.003 0.000 0.000 0.398
C 4.622065 -0.430169 4.862217 0.029 0.006 0.016 -0.376
H -4.893846 -3.137843 0.360272 0.029 -0.020 -0.009 0.330
C 0.122724 5.594785 -2.678859 0.010 -0.044 0.008 -0.445
C -4.682715 -2.119021 0.028400 -0.037 0.080 0.062 -1.758
N -0.800400 -0.189912 -1.149129 -0.081 0.016 0.033 0.234
C 4.570649 -1.384105 3.856925 -0.003 -0.010 -0.022 -0.781
H 0.006900 -3.135583 -2.063712 -0.059 -0.009 -0.065 0.241
H 0.614839 -5.087451 1.358353 -0.018 -0.036 -0.010 0.374
C 2.220815 -0.931124 -2.966177 -0.188 0.031 0.065 -0.910
C -1.203970 -5.273968 0.215504 -0.007 0.091 0.012 -0.210
C -3.401203 -0.755486 1.702491 -0.051 -0.031 -0.097 -0.930
C -1.141054 1.636720 -3.226034 -0.021 -0.019 0.029 -0.484
H -4.343002 -0.384738 2.078170 -0.017 -0.017 -0.016 0.377
H 0.590478 -4.991887 -0.938636 -0.014 -0.043 0.001 0.393
C 0.187070 4.815893 -3.826163 0.031 -0.029 0.007 -0.437
H -4.564425 -2.143468 -1.054484 -0.008 0.034 -0.015 0.320
C -1.856986 0.600596 -1.184701 0.103 0.087 -0.004 -0.064
H -0.935449 6.776648 -0.425240 0.008 0.009 0.017 0.355
N -0.674331 -3.401931 -1.359916 -0.192 0.222 -0.055 -0.041
C 3.435497 -1.500216 3.069858 0.011 0.046 -0.026 -0.306
H 5.511994 -0.334631 5.470297 -0.002 -0.003 0.003 0.397
C -2.069824 1.515661 -2.226080 0.063 -0.030 -0.028 -1.534
H -0.806540 -5.438874 -1.905288 -0.035 0.020 0.023 0.386
H -1.300717 2.327759 -4.041784 -0.004 0.008 0.004 0.656
N -0.606219 -3.461450 1.803170 -0.012 0.066 -0.084 -0.048
Mo -0.405031 -1.802044 0.259933 0.759 -0.775 0.031 -0.286
N 1.075480 1.774219 -5.259367 0.006 0.083 0.094 -0.621
C -0.452541 -4.898867 1.485104 0.044 -0.007 -0.043 -0.857
H 3.586100 1.159873 5.863169 0.001 0.006 0.006 0.397
H -2.205734 -4.834619 0.239645 -0.034 -0.059 -0.002 0.056
O 1.245192 -1.499440 1.364345 -0.102 0.160 -0.092 -0.612
```
Forces are in eV/Å.



DFT (ωB97M-V/def2-TZVPD) results for C31H34NO4PSe2V as an isolated structure.

The multiplicity is 3. The lowest unoccupied orbital energy (alpha / beta) comes out at -3.2 / -2.3 eV. Its net charge is +1. As for the total energy: -7645.57500 Ha. For the energy above the lowest of the compared OMol25 structures with the same formula, charge and spin, the calculation gives 0.0 kJ/mol. For the frontier orbital gap (alpha / beta), the calculation gives 7.8 / 8.9 eV.

```
74
Properties=species:S:1:pos:R:3:forces:R:3:mulliken_charge:R:1
H 2.232174 5.857449 -3.029389 0.002 0.004 -0.005 0.324
C -3.815254 -2.487630 3.550076 -0.019 -0.002 -0.001 -0.722
Se -0.895806 -2.504841 -1.327641 0.024 -0.327 -0.053 -0.503
C 0.268100 3.980287 -2.334038 0.027 0.038 0.053 -2.059
H -0.439460 2.276380 -0.747237 -0.098 -0.076 -0.075 0.480
H -3.559707 -2.627213 -0.304742 -0.007 0.003 -0.015 0.362
C 1.509379 2.611511 -0.560221 0.252 0.095 0.075 -1.044
H 0.656988 4.139865 3.957896 -0.003 -0.004 0.005 0.436
C 1.076626 -4.552078 1.794071 0.012 -0.012 -0.016 -0.367
C -2.288829 0.917144 0.869272 -0.249 0.143 0.222 0.003
C 1.517593 3.504470 -1.634281 -0.010 -0.032 -0.019 1.197
C 1.966162 0.287324 -2.868054 -0.073 0.045 -0.093 -0.272
H 4.875872 3.986614 -1.804390 -0.001 0.003 0.002 0.401
H -2.419235 0.744771 -2.554624 -0.002 0.001 0.002 0.168
C -0.209505 -4.368592 1.303962 -0.077 -0.012 -0.068 0.867
H 1.725862 -3.698847 1.943122 0.004 0.004 0.006 0.248
C -1.916210 2.231578 2.911505 0.008 0.014 -0.009 -0.774
V -0.151588 -0.235463 -0.726537 0.461 0.753 0.300 0.612
C -4.878345 -2.527017 1.389484 0.022 -0.001 -0.071 -0.628
H 2.425366 4.524136 -4.154008 0.001 0.001 0.005 0.316
O -3.368666 0.533707 1.235744 0.074 0.124 0.067 -0.699
O 1.793681 -0.367361 -1.604860 -0.195 0.024 0.166 0.312
H -2.069115 -5.309925 0.750499 0.013 -0.010 -0.003 0.383
C -4.966640 -2.465215 2.768542 0.015 -0.002 0.050 -0.470
O -0.388434 0.572049 -2.702591 -0.063 -0.042 -0.055 0.420
C -2.575069 -2.571184 2.947416 -0.061 -0.017 -0.032 -0.588
H 0.360967 3.877531 -3.416351 -0.003 -0.024 0.009 0.425
H 0.466329 -0.872772 -3.898408 0.019 -0.004 -0.015 0.422
C 2.758402 3.993460 -2.084435 -0.018 0.017 0.033 1.470
C 2.688591 2.245152 0.079100 -0.039 -0.077 0.050 -0.356
C 0.060104 3.500180 3.321092 0.012 0.019 0.023 -0.795
O -1.771221 0.533120 -0.292425 -0.177 -0.286 -0.525 -0.112
C 2.992746 -0.878714 -0.994189 0.089 -0.191 0.014 -0.661
H -5.936007 -2.392678 3.243708 0.000 -0.002 -0.001 0.415
C 1.514446 -5.833146 2.101334 0.023 0.045 0.001 -0.682
Se 0.438087 -1.139560 1.603978 -0.078 -0.085 -0.155 -0.354
C -1.059780 -5.459564 1.116401 0.023 0.004 0.042 -0.516
C -2.490633 -2.631448 1.554167 0.107 0.025 0.094 0.490
C 2.820755 4.961444 -3.234180 -0.006 -0.014 -0.002 -1.553
C 3.898790 2.737863 -0.362065 0.021 0.005 -0.019 -1.278
H 3.739637 -1.055951 -1.766242 -0.038 -0.038 -0.030 0.349
H 1.493965 3.566151 1.745756 0.016 0.002 -0.003 0.409
C 3.928602 3.598791 -1.451495 0.011 0.000 0.015 -1.197
H -0.645970 3.467489 -2.041873 -0.015 -0.019 0.003 0.325
C -0.612437 -6.733390 1.417818 0.004 -0.005 -0.002 -0.679
H -1.677019 -2.581857 3.554500 0.001 0.004 -0.013 0.399
H 4.816803 2.458252 0.138106 0.002 0.003 -0.001 0.504
H 3.386574 -0.173188 -0.269591 -0.036 0.057 -0.005 0.234
H 0.640376 0.803042 -4.485496 0.024 0.004 -0.014 0.475
H 2.746094 -0.221631 -3.435890 0.000 0.009 -0.007 0.661
C 0.545465 3.163140 2.064322 -0.097 0.052 -0.065 -0.841
H 2.250193 1.330800 -2.708215 0.004 -0.094 0.011 -0.102
C -3.635909 -2.605525 0.774021 -0.030 0.003 0.007 -0.087
H 2.625298 1.584819 0.940406 0.062 0.024 -0.116 1.061
H 1.018524 -7.915516 2.152322 0.000 0.001 0.000 0.395
H 2.512061 -5.979226 2.493348 -0.003 -0.007 -0.001 0.408
N 0.294056 2.000922 -0.107062 -0.156 -0.078 -0.168 0.713
H -3.887253 -2.436717 4.628244 -0.008 0.002 -0.003 0.438
C -1.689471 0.521048 -3.325333 0.024 0.042 -0.019 -0.968
H -1.865294 -0.477692 -3.727903 -0.009 -0.005 0.011 0.340
C -1.171574 3.040567 3.751736 -0.001 0.003 -0.009 -0.763
H 0.108711 5.041365 -2.132304 -0.006 0.013 -0.017 0.478
P -0.839290 -2.743141 0.854700 0.102 0.002 0.061 0.499
C 0.674263 -6.918652 1.910686 -0.024 -0.021 -0.004 -0.462
C -0.195417 2.349409 1.219219 -0.098 0.016 0.331 0.781
H 3.846719 5.268817 -3.424574 0.000 0.000 0.002 0.415
H -1.547310 3.308200 4.729489 -0.003 -0.002 -0.002 0.429
C -1.447136 1.875068 1.653977 0.273 -0.125 -0.040 0.600
C 0.652644 0.163218 -3.600929 0.001 -0.003 0.080 -0.949
H -1.725870 1.260594 -4.125442 0.000 0.000 0.000 0.303
H 2.734609 -1.814003 -0.504443 -0.030 0.022 -0.002 0.142
H -5.774111 -2.498015 0.784103 -0.001 0.000 0.006 0.416
H -1.268677 -7.581464 1.276372 0.004 -0.003 0.002 0.402
H -2.879349 1.841465 3.210952 -0.006 -0.005 0.003 0.553
```
Forces are in eV/Å.



DFT (ωB97M-V/def2-TZVPD) results for C31H35BClF4INO3S5SbV as an isolated structure.

The multiplicity is 4. The lowest unoccupied orbital energy (alpha / beta) comes out at 4.0 / 4.0 eV. Its net charge is -2. As for the total energy: -5840.56900 Ha. For the energy above the lowest of the compared OMol25 structures with the same formula, charge and spin, the calculation gives 0.0 kJ/mol. For the frontier orbital gap (alpha / beta), the calculation gives 6.1 / 6.7 eV.

```
84
Properties=species:S:1:pos:R:3:forces:R:3:mulliken_charge:R:1
C 4.558928 -0.432714 -1.064553 0.023 -0.014 -0.039 -0.820
H 0.126185 -5.028467 -2.064193 -0.020 -0.014 -0.019 0.462
O -2.449860 2.043422 0.921120 0.093 0.003 0.179 -0.532
C 0.930997 -0.386421 -2.150475 0.376 -0.130 -0.328 1.856
H 0.226565 -3.431718 -2.863982 0.019 -0.009 0.004 0.264
O -0.641085 1.678760 -0.376238 0.056 -0.154 0.240 0.270
H 2.897887 -1.049858 -5.542594 -0.004 -0.002 -0.007 0.309
H -5.407943 0.880870 1.248944 0.028 0.012 -0.017 0.320
S -2.508979 -1.127039 -1.206974 -0.236 -0.164 -0.145 -0.435
C -1.066351 3.880926 0.372609 0.058 -0.031 0.058 -0.730
S -4.017018 3.800572 -3.994982 -0.020 -0.113 0.038 -0.369
F 1.166863 -2.633009 2.764825 -0.040 0.074 -0.015 0.008
H -1.307826 -3.966410 -2.166080 -0.003 0.012 -0.006 0.337
H 1.417268 5.479891 0.741443 -0.014 -0.015 0.008 0.370
C 5.218438 -0.740259 -2.273132 -0.030 -0.022 0.018 -0.758
C -1.436709 2.393502 0.309833 -0.228 0.040 -0.285 0.120
H -3.444317 1.077438 3.484389 -0.017 -0.002 -0.045 0.339
O -0.491447 4.439402 -0.806122 0.010 -0.015 0.009 -0.660
C -5.210978 -0.164465 1.020627 0.034 -0.049 0.100 -0.235
H -3.580532 0.432627 5.139202 -0.006 0.000 -0.007 0.475
C -0.942100 -4.341932 1.024175 0.032 -0.035 0.000 -1.144
H 2.849338 -3.710983 -0.702509 0.010 0.001 0.001 0.341
F 2.737959 -4.030532 3.702764 0.015 -0.021 -0.036 -0.416
C 0.530167 3.391922 -2.647571 0.075 -0.010 -0.043 -0.053
Sb 0.289965 -3.076630 -0.175731 -0.124 -0.336 -0.113 1.233
C 3.198945 -0.306230 -1.055626 0.040 0.012 -0.073 -0.055
F 2.002029 -2.180910 4.862207 -0.080 0.027 -0.014 -0.409
V -0.285136 -0.387397 -0.357350 -0.083 0.552 0.263 -0.478
C -1.776677 -0.154002 4.131250 0.037 0.141 -0.146 2.614
C -1.369946 -0.392115 2.737869 -0.106 -0.256 0.044 -0.904
H 0.428325 -0.813059 -5.522156 0.003 0.005 -0.005 0.377
Cl 4.328704 2.647732 -3.634564 -0.042 -0.014 0.052 -0.258
H -0.592977 -4.317201 2.054749 0.009 0.019 0.011 0.226
H 1.560768 2.556453 -4.340714 -0.003 -0.021 0.001 0.342
H -0.455228 -1.666413 4.982006 0.021 0.021 0.014 0.286
H -1.095856 1.904061 3.993026 -0.017 0.018 0.014 0.355
C 2.355485 -0.861602 -4.622143 0.037 0.024 0.037 -1.206
C -0.224742 -3.995252 -2.047393 0.024 -0.009 0.016 -1.270
H -1.277203 1.285545 5.651983 0.002 0.015 -0.008 0.444
H -1.964440 -3.966828 0.970291 -0.010 -0.004 -0.002 0.297
C -4.797653 0.390858 -1.590689 0.064 -0.005 -0.021 0.385
H 3.096696 4.915261 0.775204 -0.001 0.002 -0.003 0.471
I 2.304674 0.171110 0.771114 -0.058 0.036 0.067 0.169
H 0.107570 0.783121 4.668687 0.003 -0.002 -0.011 0.394
N -1.090762 -0.556359 1.640673 0.139 0.248 0.116 0.011
H -1.971910 4.457842 0.545640 0.008 -0.017 -0.019 0.276
S -5.851459 -0.602924 -0.611301 -0.027 -0.019 -0.023 -0.224
F 0.592717 -3.972890 4.540379 -0.027 -0.009 0.000 -0.438
H 1.809180 3.886469 1.396086 -0.006 -0.015 0.019 0.213
C 2.371946 -0.473025 -2.204750 -0.029 0.047 0.117 0.838
C 0.646068 3.907235 -1.364420 0.027 0.056 -0.005 -0.023
H -0.908274 -5.361296 0.637378 -0.003 -0.011 0.022 0.390
C 4.490213 -0.884088 -3.415079 0.002 -0.020 0.006 -0.871
H 4.981404 -1.097528 -4.358675 0.004 0.000 -0.004 0.304
C -3.465665 0.195521 -1.769715 0.029 0.022 0.017 -0.566
C 2.062307 4.608414 0.616601 -0.002 -0.015 0.024 -1.756
H -0.765605 -0.494328 -3.432569 -0.024 0.002 -0.001 0.028
B 1.632884 -3.210008 3.969504 0.066 -0.026 0.083 0.298
H -5.715168 -0.805914 1.744546 -0.017 -0.004 0.009 0.368
H 5.127977 -0.302826 -0.153649 -0.005 0.006 0.005 0.462
H -3.861436 -0.624743 3.744750 -0.026 -0.014 -0.021 0.292
C 1.897703 4.011975 -0.751827 -0.119 0.011 -0.036 1.394
H 1.982134 -5.153959 -0.118530 0.028 -0.018 0.003 0.378
C -1.512040 -1.405070 4.969083 0.053 -0.042 0.004 -1.636
C -0.952486 1.037230 4.639042 0.049 -0.062 0.055 -1.815
S -5.488625 1.817535 -2.320149 -0.081 0.004 -0.003 -0.242
C 0.317598 -0.516067 -3.384751 -0.134 -0.040 -0.001 -0.588
C 1.648838 2.971538 -3.346088 -0.078 0.020 -0.023 -0.703
C 2.885941 3.084867 -2.742279 0.115 0.005 -0.011 0.413
H -2.054643 -2.266010 4.578580 -0.032 0.014 -0.009 0.345
H -0.403840 4.013814 1.235057 0.013 0.010 0.031 0.187
H 2.546427 -3.922259 1.044325 -0.015 0.005 0.016 0.279
H -0.456135 3.325217 -3.088049 0.021 -0.006 0.029 0.523
C -3.265802 0.207902 4.117199 -0.007 0.032 0.045 -1.747
C 0.998175 -0.729178 -4.601939 -0.015 -0.006 -0.003 -1.093
S -2.698473 1.450873 -2.720675 0.013 -0.002 -0.063 0.156
H 6.296273 -0.848249 -2.284893 0.003 0.010 0.012 0.335
H 3.998037 3.659746 -1.011445 0.004 0.003 -0.003 0.329
C 3.015175 3.583386 -1.460096 0.004 -0.023 -0.023 -0.763
H -1.846223 -1.212286 5.991759 0.012 -0.016 -0.001 0.433
C -4.072750 2.416464 -3.067818 0.042 0.176 -0.039 0.074
C 3.079717 -0.744774 -3.412156 0.023 0.030 -0.120 1.341
C 2.150602 -4.089369 0.044808 0.045 0.060 0.013 -1.206
H -4.138772 -0.354907 1.042898 0.025 0.038 -0.005 -0.328
```
Forces are in eV/Å.



> Which of these has the lowest net charge?

C31H35BClF4INO3S5SbV